No. 1
{"formula": "C4H11N3O2", "method": "wB97M-V/def2-TZVPD", "symbols": ["H", "N", "C", "H", "H", "C", "C", "H", "N", "H", "N", "H", "H", "O", "H", "H", "C", "H", "H", "O"], "xyz": [[2.0655, -1.0351, 1.1545], [1.3171, -0.7215, 1.7580], [0.4755, 0.2935, 1.3324], [2.8758, 0.9670, 0.6359], [-2.1188, -1.7170, -0.3911], [2.1032, 1.4235, 0.0078], [-0.9279, -0.6470, -1.7369], [2.2572, 2.4866, -0.0973], [0.7794, 1.2055, 0.5159], [-1.2920, 1.0928, 1.7693], [-0.8191, 0.1953, 1.8510], [0.8422, -1.4993, 2.1874], [2.2360, 0.9176, -0.9514], [0.0618, -1.3180, -1.7749], [-2.6709, -1.7552, -2.0236], [-0.1270, 0.8689, -2.5469], [-2.2898, -1.0827, -1.2504], [-3.0211, -0.2970, -1.1677], [-0.7820, -0.0371, 2.8388], [-0.9651, 0.6593, -2.1110]], "atomic_forces_ev_per_a": [[-0.261, 0.361, -0.046], [0.087, -0.437, 0.501], [0.829, -0.269, -0.846], [0.194, 0.347, 0.237], [-0.320, 0.220, 0.446], [-0.045, -1.294, 0.148], [-0.797, 1.223, 0.387], [0.253, 0.210, -0.104], [-0.800, 0.917, 0.236], [0.147, -0.219, -0.219], [-0.227, 0.336, 0.521], [0.037, -0.036, -0.034], [-0.093, 0.221, -0.322], [0.249, -0.258, -0.149], [0.012, -0.066, -0.069], [0.141, 0.037, 0.245], [0.623, -0.971, -0.894], [0.096, 0.334, 0.484], [-0.118, -0.164, -0.096], [-0.008, -0.494, -0.425]], "mulliken_charge": [0.20, -0.60, 0.78, 0.38, 0.27, -1.02, 0.73, 0.31, -0.47, 0.26, -0.58, 0.23, 0.30, -0.57, 0.35, 0.35, -1.01, 0.29, 0.24, -0.45], "orbital_gap_ev": 9.50, "smiles": "CN=C(N)N.CC(=O)O", "relative_energy_kj_mol": 58.91, "homo_energy_ev": -8.63, "lumo_ha": 0.0321, "total_charge": 0}


No. 2
{"formula": "C4H11N3O2", "method": "wB97M-V/def2-TZVPD", "symbols": ["H", "N", "H", "H", "H", "H", "C", "N", "H", "O", "H", "H", "O", "N", "C", "H", "H", "H", "C", "C"], "xyz": [[-1.7168, 3.1664, -0.5282], [-1.2528, 2.6485, -1.2475], [2.2460, -2.2177, 2.7470], [-3.0784, 1.0096, -0.3393], [-2.6941, 0.2500, -1.8930], [-2.8116, -0.7584, -0.5087], [1.4131, -2.5285, 2.1221], [-1.0661, 0.3589, -0.5710], [-0.0950, -1.1687, -0.2482], [0.4011, -1.9779, 0.0872], [0.5039, -2.4910, 2.7146], [-1.3458, 2.7574, -2.2433], [1.7442, -0.4231, 0.9161], [0.7855, 1.7161, -0.6700], [-0.5426, 1.5071, -0.8023], [1.3771, 0.9769, -0.2799], [1.4399, -3.5566, 1.7780], [1.2177, 2.6215, -0.7321], [1.3193, -1.5474, 0.9835], [-2.4959, 0.2239, -0.8157]], "atomic_forces_ev_per_a": [[-0.425, 0.325, -0.533], [0.654, -0.534, 0.212], [0.125, -0.458, 0.120], [-0.179, -0.122, 0.095], [-0.112, 0.193, 0.010], [-0.190, -0.261, 0.466], [0.763, 0.420, 0.034], [0.105, 0.014, 0.035], [0.280, 0.045, -0.163], [0.123, 0.083, 0.219], [-0.217, 0.426, -0.050], [-0.435, 0.392, 0.390], [1.120, -0.049, 0.600], [1.118, -0.594, 0.263], [0.151, 0.144, -0.159], [-0.542, 0.181, -0.099], [0.459, -0.038, -0.155], [-0.612, 0.063, -0.139], [-2.642, -0.305, -0.500], [0.454, 0.074, -0.644]], "mulliken_charge": [0.20, -0.46, 0.30, 0.29, 0.29, 0.31, -0.99, -0.49, 0.53, -0.51, 0.26, 0.20, -0.66, -0.30, 0.40, 0.28, 0.33, 0.22, 0.79, -1.00], "orbital_gap_ev": 9.58, "smiles": "CN=C(N)N.CC(=O)O", "relative_energy_kj_mol": 68.68, "homo_energy_ev": -8.74, "lumo_ha": 0.0311, "total_charge": 0}


No. 3
{"formula": "C4H11N3O2", "method": "wB97M-V/def2-TZVPD", "symbols": ["O", "H", "N", "C", "N", "H", "O", "H", "C", "C", "H", "H", "H", "C", "H", "H", "H", "H", "N", "H"], "xyz": [[-0.4443, 1.3358, 1.9031], [1.3830, -0.4886, -1.6753], [-1.1849, 1.5511, -0.3151], [-0.6170, -1.5396, -2.3265], [0.4672, -1.7582, 1.0667], [-0.2095, 1.7952, -0.4918], [-0.4773, -1.8820, -0.9427], [1.3887, 1.9686, 2.5759], [-1.3703, 1.2756, 0.9238], [0.8199, 1.9595, 1.6424], [0.9651, -1.1311, 1.6845], [1.3894, 1.3942, 0.9035], [-1.6036, -1.8738, -2.6581], [0.5511, -1.3919, -0.2263], [0.1457, -2.0615, -2.9113], [0.6717, 2.9913, 1.3115], [-0.5551, -0.4578, -2.4770], [-2.3376, 0.9340, 1.3217], [1.4909, -0.6436, -0.6744], [-0.4730, -1.9771, 1.3653]], "atomic_forces_ev_per_a": [[-0.122, -0.003, 0.715], [0.140, -0.062, 0.244], [-0.554, -0.427, 1.312], [0.239, -0.021, 0.194], [-0.284, -0.211, 1.083], [-0.119, 0.026, 0.016], [-0.761, -0.440, -0.118], [-0.353, -0.083, -0.063], [0.796, 0.389, -1.492], [-0.025, -0.050, -0.122], [-0.042, -0.228, -0.065], [-0.028, 0.000, -0.120], [0.197, -0.026, 0.325], [0.507, 1.225, -1.844], [-0.013, 0.137, -0.011], [-0.008, -0.085, -0.047], [0.021, -0.098, 0.085], [0.453, 0.177, -0.243], [-0.203, -0.181, 0.098], [0.157, -0.039, 0.053]], "mulliken_charge": [-0.31, 0.27, -0.67, -0.81, -0.49, 0.33, -0.36, 0.18, 0.17, -0.84, 0.29, 0.36, 0.22, 0.72, 0.35, 0.37, 0.35, 0.38, -0.75, 0.25], "orbital_gap_ev": 10.21, "smiles": "[H]/N=C(/N)OC.[H]/N=C\\OC", "relative_energy_kj_mol": 183.06, "homo_energy_ev": -9.31, "lumo_ha": 0.0331, "total_charge": 0}


No. 4
{"formula": "C4H11N3O2", "method": "wB97M-V/def2-TZVPD", "symbols": ["N", "H", "H", "N", "C", "H", "H", "H", "C", "H", "H", "O", "O", "H", "C", "H", "H", "H", "N", "C"], "xyz": [[-0.7896, 0.4608, -0.1672], [2.2605, 1.4066, -0.3551], [-2.6510, 1.2352, 0.2574], [-0.3723, -1.7719, 0.5228], [-2.0998, 0.3121, 0.4300], [1.2249, 0.4332, 1.7529], [0.0432, -1.4414, -2.0824], [-0.6295, -1.6409, 1.4909], [-0.0273, 1.6653, 0.0928], [1.6589, -1.5359, -1.3190], [0.2082, -2.5886, 0.4008], [0.7339, 2.2135, -0.7209], [2.5282, 0.6406, 0.2226], [-2.6066, -0.5393, -0.0237], [0.1269, -0.6409, -0.1182], [1.0463, 0.0138, -1.9324], [-0.6534, 2.3170, 0.7334], [-2.0743, 0.1450, 1.5145], [1.3030, 0.2388, 0.7572], [0.7699, -0.9230, -1.4564]], "atomic_forces_ev_per_a": [[0.081, -0.124, -0.208], [-0.170, -0.105, 0.185], [-0.155, -0.127, -0.095], [0.049, -0.262, 0.058], [0.222, 0.200, 0.191], [0.262, -0.624, -0.062], [-0.003, 0.010, 0.020], [0.005, -0.002, -0.052], [-0.979, 0.384, -1.829], [0.060, -0.075, -0.105], [0.029, 0.049, 0.056], [-0.335, -0.409, 0.576], [-0.794, -0.555, 0.310], [-0.092, 0.222, -0.035], [1.705, 1.637, 0.633], [-0.013, -0.038, 0.043], [0.651, -0.072, 0.723], [-0.042, 0.004, 0.114], [-0.588, 0.079, -0.787], [0.106, -0.191, 0.264]], "mulliken_charge": [0.02, 0.37, 0.37, -0.56, -1.01, 0.25, 0.39, 0.22, -0.07, 0.40, 0.27, -0.70, -0.43, 0.32, 0.99, 0.35, 0.44, 0.39, -0.36, -1.64], "orbital_gap_ev": 9.32, "smiles": "CN(C=O)[C@](C)(N)NO", "relative_energy_kj_mol": 424.83, "homo_energy_ev": -8.58, "lumo_ha": 0.0270, "total_charge": 0}


No. 5
{"formula": "C4H11N3O2", "method": "wB97M-V/def2-TZVPD", "symbols": ["H", "H", "O", "H", "C", "N", "C", "C", "H", "H", "C", "N", "O", "H", "H", "H", "H", "N", "H", "H"], "xyz": [[-2.7337, 4.4124, 0.1967], [-1.0379, 0.7305, 1.0659], [1.9915, -3.7629, -0.3671], [-3.1108, 1.4079, -1.3120], [-0.5641, 0.8277, 0.0907], [-0.5093, 2.1822, -0.6124], [-1.7462, 2.8478, -0.6155], [1.7683, -3.0159, 0.7503], [-2.6952, 2.5778, -2.4286], [-0.9508, 0.2142, -0.7229], [2.6311, -1.8520, 0.7498], [-2.7637, 2.3435, -1.4509], [0.8898, -3.2115, 1.5448], [2.1869, -1.0682, 0.1538], [1.5283, -4.6290, -0.4080], [3.0004, -1.5627, 1.7376], [0.5127, 0.6696, 0.1787], [-1.8980, 3.8478, 0.1353], [3.5764, -1.8834, 0.2225], [0.2032, 2.7616, -0.1950]], "atomic_forces_ev_per_a": [[-0.390, -0.621, -0.815], [-0.323, 0.355, -0.148], [0.111, -0.755, -0.043], [0.352, -0.057, 0.085], [1.414, 1.428, -2.255], [-0.456, -0.853, 0.782], [-0.538, 0.594, 0.560], [-1.045, -1.097, -0.631], [0.255, -0.089, 0.037], [-0.168, -0.726, 0.728], [2.322, 1.618, 0.096], [-0.932, -0.025, -0.306], [0.242, -0.429, -0.047], [-0.734, 0.559, 0.507], [-0.047, 0.966, 0.503], [-1.035, 0.284, 0.064], [-0.233, -0.788, 0.282], [1.267, 0.566, 0.727], [0.192, -1.146, -0.460], [-0.254, 0.216, 0.332]], "mulliken_charge": [0.27, 0.27, -0.45, 0.23, -0.77, -0.33, 0.40, 0.69, 0.21, 0.35, -0.81, -0.48, -0.53, 0.09, 0.35, 0.31, 0.20, -0.63, 0.35, 0.28], "orbital_gap_ev": 9.60, "smiles": "[H]/N=C(\\N)NC.CC(=O)O", "relative_energy_kj_mol": 193.83, "homo_energy_ev": -8.99, "lumo_ha": 0.0223, "total_charge": 0}


No. 6
{"formula": "C4H11N3O2", "method": "wB97M-V/def2-TZVPD", "symbols": ["H", "H", "H", "H", "H", "O", "C", "N", "H", "H", "H", "C", "H", "O", "N", "C", "C", "H", "N", "H"], "xyz": [[-0.4032, -0.8712, 3.1501], [2.7620, 0.0354, -0.1221], [-0.6390, 0.4069, 0.4142], [-1.7720, -0.4719, 2.1695], [1.1281, 0.1230, -1.0416], [0.4715, 0.1384, -2.1851], [-0.7906, -0.0966, 2.4816], [-0.0779, 0.1241, 1.2471], [-0.9375, 0.8118, 3.0584], [-1.0509, 0.1151, -4.2319], [2.9504, 0.1172, 2.1257], [-1.6046, -0.2321, -3.3567], [-2.5062, 0.3719, -3.3302], [-1.4732, 0.6316, -1.1836], [1.9817, -0.1520, 2.1906], [1.2080, 0.1471, 1.1286], [-0.7964, 0.2260, -2.1522], [-1.8431, -1.2883, -3.4276], [1.7728, 0.2840, -0.0261], [1.6201, -0.4204, 3.0912]], "atomic_forces_ev_per_a": [[0.363, 0.042, -0.346], [-0.706, 0.285, 0.402], [0.136, -0.259, -0.046], [0.069, 0.206, 0.280], [0.078, 0.980, 0.389], [0.142, -0.446, -0.163], [-0.990, -0.244, -0.185], [-2.099, 0.356, 0.149], [0.033, 0.197, 0.093], [-0.017, -0.489, -0.226], [-0.159, -0.238, 0.183], [0.535, 1.480, -0.551], [-0.339, -0.296, -0.006], [0.556, 0.001, 0.450], [0.803, 0.102, 1.008], [1.473, -1.284, 0.325], [-0.868, -0.669, 0.657], [0.232, -0.061, 0.240], [0.755, 0.010, -2.432], [0.003, 0.327, -0.223]], "mulliken_charge": [0.40, 0.20, 0.24, 0.33, 0.28, -0.73, -1.09, -0.02, 0.32, 0.29, 0.21, -0.97, 0.27, -0.82, -0.41, 0.70, 0.83, 0.24, -0.46, 0.16], "orbital_gap_ev": 9.46, "relative_energy_kj_mol": 31.48, "homo_energy_ev": -8.97, "lumo_ha": 0.0179, "total_charge": 0}


No. 7
{"formula": "C4H11N3O2", "method": "wB97M-V/def2-TZVPD", "symbols": ["H", "H", "C", "H", "H", "O", "H", "N", "H", "C", "C", "H", "C", "H", "H", "N", "O", "H", "N", "H"], "xyz": [[1.7221, 1.8840, 4.0691], [1.3270, 2.2039, 0.8708], [1.2629, 0.2676, -0.0902], [0.9742, 0.8019, -0.9801], [-0.1647, 0.5548, -1.9155], [-1.3628, -2.2464, -2.6558], [2.2233, -0.2225, -0.4059], [1.1290, -0.3135, 2.8117], [-1.2886, 0.3474, -3.6537], [1.2343, 0.9109, 2.3850], [-1.7257, -1.0039, -2.1663], [0.0163, -0.6094, -3.3476], [-0.7173, -0.1295, -2.8042], [1.0314, -0.5170, 3.7680], [-1.8093, -2.9436, -2.3387], [1.4657, 1.1846, 1.0610], [-2.6391, -0.6993, -1.5373], [0.4609, -0.6126, 0.2800], [1.1916, 1.9277, 3.2747], [0.6934, 2.8176, 3.2205]], "atomic_forces_ev_per_a": [[1.332, -0.608, 2.105], [0.354, -1.554, 0.008], [-0.514, -2.441, 2.376], [-0.238, 0.433, 0.427], [-2.356, -1.454, -3.295], [2.079, 3.408, -1.185], [-0.799, 0.166, 0.721], [0.938, 0.420, -3.351], [0.525, 0.645, 1.320], [-0.451, -3.871, 0.929], [4.029, -1.764, -3.344], [1.676, -1.500, -0.510], [-0.196, 4.046, 1.827], [-0.388, 0.599, 1.314], [-3.103, -3.913, 2.065], [-0.646, 2.004, -1.091], [-3.237, 0.419, 2.541], [2.125, 2.402, -1.289], [-1.434, 3.289, -0.834], [0.305, -0.728, -0.734]], "mulliken_charge": [0.18, 0.25, -0.79, 0.41, 0.03, -0.43, 0.25, -0.70, 0.30, 0.50, 0.55, 0.33, -0.70, 0.22, 0.30, -0.23, -0.47, 0.22, -0.41, 0.18], "orbital_gap_ev": 9.25, "smiles": "[H]/N=C(\\N)NC.CC(=O)O", "relative_energy_kj_mol": 294.18, "homo_energy_ev": -8.50, "lumo_ha": 0.0276, "total_charge": 0}


No. 8
{"formula": "C4H11N3O2", "method": "wB97M-V/def2-TZVPD", "symbols": ["H", "C", "C", "H", "O", "H", "H", "N", "H", "C", "N", "H", "N", "O", "C", "H", "H", "H", "H", "H"], "xyz": [[0.5738, -2.3930, 2.2678], [0.7380, 2.1213, -0.0543], [-0.6074, -1.4754, -0.5731], [1.0805, 0.2759, 0.5926], [1.4828, 1.2619, 0.7078], [0.8185, 3.8090, -1.1497], [0.2967, -0.0304, -1.5614], [-0.1692, -0.9249, -1.7292], [-0.7171, -1.0888, -2.5166], [1.2546, 3.4483, -0.2605], [-1.5611, -2.4790, -0.5626], [-0.4465, -1.0941, 2.5805], [-0.0166, -1.2309, 0.5687], [-0.3048, 1.6576, -0.5947], [-0.2715, -1.8801, 1.7867], [-1.1098, -2.6763, 1.9135], [-2.4267, -2.2879, 0.0195], [2.3385, 3.4724, -0.3462], [-1.8026, -2.7805, -1.4659], [0.8500, 4.2948, 0.3770]], "atomic_forces_ev_per_a": [[0.421, 0.021, -0.854], [-2.469, -4.925, 0.251], [1.162, -0.903, 3.688], [0.055, 1.734, 0.476], [-0.935, -0.235, -1.196], [-0.237, 0.039, -1.604], [-0.460, -0.344, -0.571], [0.950, 0.095, 1.584], [-0.844, 0.303, -1.379], [0.206, 2.667, 0.638], [-1.837, 0.290, 0.714], [-0.323, -0.627, -0.757], [0.710, 1.324, -2.508], [2.409, 1.951, 0.957], [-1.578, -0.694, 2.890], [0.989, 1.428, -0.739], [1.773, -0.283, -0.984], [-0.059, 0.083, 0.328], [-0.660, -0.462, -1.187], [0.728, -1.461, 0.253]], "mulliken_charge": [0.27, 0.87, 0.56, 0.52, -0.49, 0.35, 0.19, -0.41, 0.19, -1.09, -0.52, 0.27, -0.42, -0.67, -0.91, 0.28, 0.23, 0.30, 0.21, 0.28], "orbital_gap_ev": 9.36, "smiles": "CN=C(N)N.CC(=O)O", "relative_energy_kj_mol": 132.50, "homo_energy_ev": -8.51, "lumo_ha": 0.0310, "total_charge": 0}


No. 9
{"formula": "C4H11N3P", "method": "wB97M-V/def2-TZVPD", "symbols": ["C", "H", "H", "C", "H", "N", "H", "H", "H", "N", "H", "N", "H", "H", "H", "C", "C", "P", "H"], "xyz": [[-0.5156, -2.0529, 0.6688], [0.5693, -2.5203, 0.7215], [1.9665, 1.5701, -1.4120], [0.0498, -0.2559, -1.0650], [-0.1842, 0.2768, -2.1082], [-1.3390, 1.5809, -0.0204], [-0.6113, -1.3849, 1.6286], [-1.9824, -1.1498, -0.5962], [-0.7170, -2.1152, -1.4431], [2.5100, 1.7055, 0.6350], [2.0580, 1.5159, 1.4852], [1.0169, 0.1605, -0.2443], [1.0362, -0.3077, 0.6042], [-1.2519, -2.7661, 0.8133], [-3.5274, 2.2726, 0.6756], [-0.8344, -1.4543, -0.6308], [1.8337, 1.2234, -0.4013], [-2.6762, 0.9930, 0.2406], [2.5991, 2.7083, 0.4486]], "atomic_forces_ev_per_a": [[3.343, 0.724, 2.686], [-2.235, 0.647, -0.137], [-0.034, 0.427, 0.012], [-2.795, 0.229, -1.877], [1.021, -1.223, 2.653], [2.898, 1.212, -0.673], [0.144, -0.714, -1.949], [2.320, -0.415, -0.483], [-0.172, -1.312, -0.836], [0.235, 1.605, -1.538], [-0.286, -0.116, 1.655], [1.074, 1.917, -2.243], [0.026, -0.979, 2.213], [-0.989, -1.932, 0.597], [0.967, -1.333, -0.406], [-0.927, 3.405, -0.827], [-1.327, -2.303, -0.639], [-4.018, 0.419, 1.078], [0.756, -0.257, 0.712]], "mulliken_charge": [-1.30, 0.34, 0.37, -0.40, 0.30, -0.24, 0.29, 0.18, 0.34, -0.44, 0.26, 0.00, 0.16, 0.41, 0.14, 0.02, 0.13, 0.13, 0.31], "orbital_gap_ev": [6.57, 8.42], "relative_energy_kj_mol": 305.51, "homo_energy_ev": [-11.56, -12.82], "lumo_ha": [-0.1834, -0.1616], "total_charge": 1}


No. 10
{"formula": "C4H11N3P", "method": "wB97M-V/def2-TZVPD", "symbols": ["H", "H", "N", "C", "H", "C", "H", "H", "H", "H", "P", "N", "C", "H", "H", "N", "H", "H", "C"], "xyz": [[-0.2134, -1.3809, 1.3368], [0.8099, -0.2564, 0.6188], [2.5086, 1.7870, 0.5653], [-0.3469, 0.0789, -0.9693], [-2.0412, -1.0633, -0.5314], [-0.4162, -2.0734, 0.3872], [2.3996, 1.3861, 1.4948], [2.6894, 2.7879, 0.5140], [-1.1933, -2.9224, 0.5122], [-0.4388, 0.4903, -1.8803], [-2.9383, 1.3453, 0.1926], [0.7319, 0.4017, -0.1878], [1.4605, 1.5081, -0.2303], [1.2498, 2.0241, -1.2596], [-1.1872, -1.8321, -1.6131], [-1.4659, 1.6700, 0.3755], [-3.6624, 1.7901, 1.2666], [0.5944, -2.6606, 0.1194], [-1.0519, -1.2329, -0.6973]], "atomic_forces_ev_per_a": [[-0.864, -2.139, -1.435], [0.261, 0.907, -0.702], [-1.771, 0.443, -0.347], [-0.534, -1.552, 3.115], [-2.994, 0.889, 1.207], [0.724, -1.508, 1.083], [0.552, 0.299, -0.009], [0.576, -0.302, 0.427], [1.458, 1.418, 0.799], [-0.198, 1.816, -2.941], [-1.326, -1.426, -1.783], [0.888, -0.774, 1.355], [-0.792, -0.742, -3.341], [0.784, -0.149, 2.442], [0.770, 0.261, -0.108], [1.551, 0.115, 0.093], [-0.345, 0.955, 1.329], [-2.158, 1.693, 0.342], [3.416, -0.204, -1.527]], "mulliken_charge": [0.38, -0.04, -0.38, -0.41, 0.29, -1.07, 0.27, 0.32, 0.34, 0.45, 0.13, -0.01, 0.22, 0.29, 0.35, -0.24, 0.08, 0.28, -0.24], "orbital_gap_ev": [7.97, 6.90], "relative_energy_kj_mol": 295.61, "homo_energy_ev": [-12.57, -11.70], "lumo_ha": [-0.1692, -0.1764], "total_charge": 1}